1.
5 unconnected molecules or ions with the total composition C19H44ClF2N4O7S5. Source: the Open Molecules 2025 dataset; level of theory: the ωB97M-V functional and the def2-TZVPD basis.

Each line ends with the Mulliken charge.
CARTESIAN COORDINATES (ANGSTROEM)
C1 -3.44 2.43 -0.80  -1.253
C2 -2.36 1.73 -1.64  -0.421
C3 -0.96 2.06 -1.13  0.611
O1 -0.03 2.43 -2.22  -0.433
N1 1.00 1.58 -2.34  0.634
C4 2.18 1.43 -1.70  0.632
N2 2.67 2.19 -0.74  0.201
C5 3.99 1.79 -0.20  -1.359
C6 3.95 0.54 0.70  0.171
C7 4.13 0.82 2.18  -0.613
F1 5.17 0.07 2.71  -0.349
C8 2.03 3.37 -0.18  -1.312
C9 1.41 3.15 1.19  0.144
C10 0.96 4.47 1.82  -0.823
Cl1 -0.29 5.27 0.86  -0.158
N3 2.83 0.36 -2.21  -0.360
C11 2.10 -0.12 -3.16  -0.191
N4 0.96 0.58 -3.31  -0.548
S1 -0.18 0.18 -4.51  1.130
O2 0.55 0.10 -5.70  -0.510
O3 -0.94 -0.90 -4.02  -0.481
F2 -0.99 1.48 -4.47  -0.138
H1 -3.12 3.40 -0.40  0.415
H2 -4.31 2.61 -1.42  0.347
H3 -3.78 1.80 0.03  0.233
H4 -2.47 1.97 -2.69  0.185
H5 -2.51 0.66 -1.49  0.345
H6 -0.53 1.23 -0.56  0.264
H7 -0.99 2.93 -0.47  -0.200
H8 4.38 2.65 0.34  0.523
H9 4.65 1.59 -1.05  0.486
H10 3.02 -0.01 0.50  0.410
H11 4.74 -0.13 0.37  0.018
H12 4.34 1.88 2.35  0.330
H13 3.23 0.58 2.76  0.347
H14 2.82 4.11 -0.04  0.450
H15 1.32 3.82 -0.88  0.628
H16 0.56 2.47 1.15  0.213
H17 2.15 2.72 1.88  0.125
H18 0.60 4.28 2.82  0.436
H19 1.82 5.13 1.93  0.388
H20 2.33 -0.96 -3.79  0.497
C12 4.68 -0.13 5.85  -0.457
S2 3.29 -0.47 6.92  0.500
O4 2.42 0.74 6.88  -0.623
C13 4.20 -0.42 8.47  -0.925
H21 4.31 -0.08 4.83  -0.208
H22 5.14 0.82 6.12  0.345
H23 5.41 -0.94 5.92  0.380
H24 4.68 0.55 8.57  0.302
H25 4.94 -1.22 8.48  0.340
H26 3.49 -0.56 9.27  0.333
C14 5.85 -3.37 1.07  -0.890
S3 6.31 -3.18 -0.65  0.429
O5 5.68 -1.91 -1.13  -0.551
C15 5.30 -4.53 -1.28  -0.944
H27 6.34 -2.59 1.64  0.259
H28 4.76 -3.28 1.17  0.277
H29 6.18 -4.35 1.43  0.432
H30 4.26 -4.35 -1.02  0.291
H31 5.65 -5.47 -0.85  0.380
H32 5.41 -4.55 -2.36  0.322
C16 -6.76 -1.02 1.22  -1.053
S4 -6.42 -0.98 -0.54  0.540
O6 -5.18 -0.16 -0.72  -0.573
C17 -7.80 0.06 -0.99  -1.044
H33 -5.98 -1.60 1.70  0.321
H34 -6.76 0.00 1.62  0.317
H35 -7.72 -1.50 1.39  0.378
H36 -7.74 1.01 -0.44  0.425
H37 -8.73 -0.46 -0.76  0.390
H38 -7.75 0.24 -2.06  0.277
C18 -7.07 -2.37 -5.09  -0.871
S5 -8.08 -3.43 -4.05  0.439
O7 -8.36 -2.66 -2.81  -0.533
C19 -6.78 -4.60 -3.65  -0.884
H39 -7.68 -1.53 -5.41  0.319
H40 -6.22 -2.00 -4.52  0.218
H41 -6.73 -2.93 -5.96  0.389
H42 -5.95 -4.07 -3.18  0.244
H43 -6.45 -5.10 -4.56  0.374
H44 -7.19 -5.33 -2.97  0.317

Output
Total charge   +1
Energy above the lowest of the compared OMol25 structures with the same formula, charge and spin   0.0 kJ/mol
E_HOMO   -10.34 eV
Gap between HOMO and LUMO   0.2725 Ha
E_tot   -112830.3305 eV

***

2.
6 unconnected molecules or ions with the total composition C19H44N3O14S. Source: the Open Molecules 2025 dataset; level of theory: the ωB97M-V functional and the def2-TZVPD basis.

Each line ends with the Mulliken charge.
CARTESIAN COORDINATES (ANGSTROEM)
C1 -2.28 -5.55 -1.09  -1.119
N1 -3.46 -4.73 -1.05  0.090
C2 -3.98 -4.63 -2.45  -1.045
C3 -4.50 -5.41 -0.32  -0.855
C4 -3.35 -3.28 -0.56  -0.495
C5 -2.67 -3.24 0.84  -0.453
O1 -2.69 -1.85 1.13  -0.259
H1 -2.10 -5.65 -0.15  0.547
H2 -1.45 -5.26 -1.65  0.475
H3 -2.26 -6.64 -1.26  0.333
H4 -4.94 -4.11 -2.70  0.362
H5 -4.06 -5.68 -2.80  0.454
H6 -3.33 -4.24 -3.26  0.378
H7 -4.89 -6.32 -0.81  0.336
H8 -5.42 -5.00 0.04  0.362
H9 -4.08 -5.60 0.63  0.503
H10 -4.40 -2.91 -0.51  0.233
H11 -2.65 -2.92 -1.35  0.382
H12 -1.63 -3.64 0.81  0.256
H13 -3.17 -3.70 1.61  0.415
H14 -2.11 -1.43 0.56  0.222
C6 6.44 2.66 -4.44  -0.791
N2 5.04 2.07 -4.13  0.278
C7 4.29 2.15 -5.42  -1.188
C8 5.28 0.67 -3.62  -0.893
C9 4.34 2.94 -3.07  -0.701
C10 3.03 2.24 -2.44  -0.377
O2 2.44 3.00 -1.52  -0.543
H15 6.96 2.10 -5.27  0.406
H16 7.13 2.45 -3.40  0.329
H17 6.42 3.75 -4.94  0.318
H18 4.65 1.54 -5.96  0.696
H19 4.19 3.25 -5.80  0.341
H20 3.25 1.90 -5.32  0.364
H21 5.63 0.45 -2.65  0.338
H22 5.95 0.27 -4.45  0.372
H23 4.33 0.14 -3.76  0.408
H24 4.05 4.05 -3.21  0.357
H25 4.85 3.00 -2.04  0.321
H26 3.39 1.50 -1.84  0.455
H27 2.26 1.52 -2.99  0.253
H28 1.65 2.41 -1.25  0.223
N3 -0.39 1.01 -0.69  1.052
O3 0.79 0.77 -0.34  -0.651
O4 -1.22 0.22 -0.35  -0.829
O5 -0.67 2.23 -0.74  -0.665
O6 3.92 -1.11 4.30  -0.657
S1 2.73 -0.38 4.69  1.214
O7 2.65 1.00 4.53  -0.592
O8 1.51 -1.16 3.71  -0.415
C11 1.67 -0.87 2.27  -0.576
C12 0.86 -2.05 1.58  -0.961
C13 2.24 -0.73 6.36  -0.868
H29 2.66 -0.98 2.06  0.769
H30 1.24 -0.04 1.84  0.186
H31 0.61 -1.80 0.49  0.084
H32 0.00 -2.51 2.19  0.025
H33 1.59 -2.72 1.49  0.788
H34 1.97 -1.67 6.31  0.338
H35 1.33 0.01 6.49  0.258
H36 3.12 -0.52 6.94  0.403
C14 -1.13 1.76 3.87  -0.198
C15 -2.06 0.77 3.20  0.409
O9 -2.42 -0.14 4.20  -0.381
C16 -1.86 0.07 5.33  0.739
O10 -2.05 -0.54 6.35  -0.558
O11 -0.97 1.19 5.14  -0.385
H37 -1.74 2.75 4.07  0.227
H38 -0.23 1.96 3.29  0.274
H39 -1.49 0.10 2.49  -0.387
H40 -2.81 1.22 2.45  0.270
C17 -2.63 5.07 0.02  -0.074
C18 -3.58 4.39 -1.02  -0.193
O12 -4.84 4.98 -0.58  -0.362
C19 -4.74 5.60 0.64  0.650
O13 -5.73 5.93 1.33  -0.554
O14 -3.41 5.59 1.04  -0.314
H41 -2.15 6.07 -0.43  0.250
H42 -1.82 4.26 0.33  0.120
H43 -3.71 3.34 -0.96  0.217
H44 -3.38 4.66 -2.06  0.258

Output
Total charge   +1
Energy above the lowest of the compared OMol25 structures with the same formula, charge and spin   69.5 kJ/mol
E_HOMO   -10.56 eV
Gap between HOMO and LUMO   0.3021 Ha
E_tot   -64364.6955 eV